Entry from the Open Molecules 2025 dataset: a gas-phase ion, C17H36N5O4 (charge +1) in a non-equilibrium geometry (wB97M-V/def2-TZVPD).

* SMILES string: CCCCNN1NC(NOCCCC)=[N+]=C1COCCOCCOCC
* electronic energy: -1243.68685 Ha

The geometry in ORCA input format:
```
! RIJCOSX wB97M-V def2-TZVPD def2/J DEFGRID3
* xyz 1 1
C 1.03037 2.24254 -3.23235
C 0.68221 0.76266 -2.98289
C -0.33786 0.49280 -1.86097
C -0.34749 1.54805 -0.75069
N -0.88157 1.08307 0.54429
N -1.93008 0.18833 0.45287
N -3.06813 0.45678 -0.23391
C -3.88871 -0.61813 -0.07043
N -5.09079 -0.70656 -0.62415
O -5.57716 0.27582 -1.44929
C -4.97896 0.24178 -2.77016
C -5.97163 0.68952 -3.79933
C -5.30890 0.72868 -5.17596
C -4.29830 1.87965 -5.32817
N -3.29997 -1.53034 0.71304
C -2.10684 -1.01386 1.02303
C -1.18009 -1.75386 1.93102
O 0.17251 -1.43662 1.73170
C 0.83083 -0.84490 2.84455
C 2.31243 -1.19471 2.83834
O 2.65290 -1.76053 4.08389
C 3.82952 -1.21532 4.65139
C 5.10805 -1.70276 3.94708
O 5.82822 -0.63104 3.37419
C 6.95713 -0.20496 4.15724
C 8.16479 -1.08217 3.89547
H 0.26219 2.93136 -2.90616
H 1.13647 2.39309 -4.30063
H 1.99553 2.48346 -2.80340
H 0.25002 0.37390 -3.89739
H 1.58026 0.18816 -2.79537
H -1.33237 0.44058 -2.30182
H -0.14851 -0.49856 -1.45517
H -0.92677 2.40718 -1.06828
H 0.67281 1.84399 -0.54831
H -0.17503 0.69123 1.14369
H -3.22016 1.31029 -0.74615
H -5.69584 -1.48782 -0.43888
H -4.14734 0.94771 -2.78710
H -4.56912 -0.74175 -2.98101
H -6.85856 0.06619 -3.80992
H -6.26872 1.70915 -3.55535
H -4.78878 -0.21160 -5.33573
H -6.07966 0.85054 -5.92388
H -4.09365 2.40136 -4.39672
H -3.34553 1.52187 -5.70401
H -4.64376 2.62076 -6.03870
H -1.51147 -1.58972 2.95589
H -1.34317 -2.80484 1.71847
H 0.43403 -1.19138 3.79428
H 0.73702 0.24622 2.83954
H 2.92121 -0.31626 2.64146
H 2.50016 -1.89820 2.02617
H 3.81002 -0.12687 4.61649
H 3.84879 -1.50475 5.69501
H 4.82662 -2.38520 3.15214
H 5.71170 -2.26090 4.65815
H 7.13967 0.82492 3.87842
H 6.67101 -0.25166 5.20627
H 9.03425 -0.62773 4.35929
H 8.30044 -1.20218 2.82926
H 8.01373 -2.04643 4.36965
*
```

---

Entry from the Open Molecules 2025 dataset: a single C3H3ClO molecule in a non-equilibrium geometry (wB97M-V/def2-TZVPD).

* SMILES string: C#COCCl
* ΔE to the lowest compared entry with this formula, charge and spin: 2.2669 eV
* electronic energy: -651.42515 Ha

The geometry in ORCA input format:
```
! RIJCOSX wB97M-V def2-TZVPD def2/J DEFGRID3
* xyz 0 1
C -0.85476 0.56383 -0.82413
C -0.96731 0.35428 -1.99493
C 0.80327 1.00666 0.71914
O -0.38804 0.49103 0.37180
Cl 2.33654 0.17163 0.02143
H -1.32432 0.21383 -3.00969
H 0.90238 0.76867 1.72416
H 0.81942 2.07656 0.54127
*
```